{
  "formula": "C20H40NP3S2Sn",
  "method": "ωB97M-V/def2-TZVPD",
  "e_homo_ev": [-20.0, -20.0],
  "charge": 4,
  "species": ["Sn", "P", "P", "P", "H", "C", "C", "H", "C", "C", "C", "C", "C", "C", "C", "C", "C", "H", "H", "H", "H", "H", "H", "H", "H", "H", "H", "H", "H", "H", "H", "H", "H", "H", "H", "H", "H", "H", "H", "H", "H", "H", "H", "H", "H", "H", "C", "C", "C", "C", "C", "C", "S", "H", "H", "H", "H", "H", "H", "S", "C", "C", "N", "C", "H", "H", "H"],
  "xyz": [[0.08304, 0.56039, -2.09219], [-1.64770, 2.56801, -1.47741], [-1.77836, -1.49652, 0.49446], [2.01277, 2.34205, -1.49812], [0.05611, -4.68513, -2.03152], [1.01220, -4.34031, -2.44276], [2.04568, -4.01789, -1.64561], [1.94538, -4.04529, -0.55489], [-2.82180, 2.85011, -2.84340], [-2.72742, 2.23168, -0.04085], [-1.02393, 4.24695, -1.13111], [-0.80300, -2.97827, 0.29779], [-1.98547, -1.09829, 2.22259], [-3.37822, -1.69523, -0.27769], [3.53733, 1.39166, -1.80080], [2.32409, 3.13270, 0.11609], [2.17650, 3.74568, -2.66560], [1.10080, -4.34205, -3.53456], [3.03024, -3.75852, -2.04653], [-3.37373, 3.78615, -2.66521], [-3.53271, 2.01504, -2.91175], [-2.27223, 2.92825, -3.79320], [-3.34874, 3.11569, 0.17038], [-2.12110, 2.01007, 0.85060], [-3.38748, 1.37529, -0.24128], [-1.88429, 4.93394, -1.10449], [-0.32800, 4.58039, -1.91289], [-0.51118, 4.28034, -0.16017], [-1.47111, -3.84411, 0.42900], [-0.01821, -3.01326, 1.06387], [-0.32068, -3.05104, -0.68534], [-2.27258, -2.01181, 2.75948], [-2.77388, -0.34473, 2.33937], [-1.05153, -0.70985, 2.64752], [-3.78771, -2.68114, -0.01766], [-3.27411, -1.62508, -1.36864], [-4.06474, -0.91198, 0.06971], [4.26819, 2.05489, -2.28719], [3.35452, 0.53170, -2.45643], [3.93795, 1.03612, -0.84276], [3.41024, 3.27320, 0.21791], [1.97425, 2.51332, 0.95094], [1.82988, 4.11186, 0.16486], [3.11288, 3.63219, -3.22682], [2.20893, 4.68758, -2.09923], [1.35170, 3.79158, -3.38590], [0.90509, -0.29914, -5.34056], [0.27377, -0.28876, -6.60511], [0.28906, -1.42775, -7.40786], [0.93178, -2.59325, -6.96327], [1.52236, -2.62435, -5.69354], [1.51114, -1.48933, -4.88505], [0.94401, 1.17044, -4.42306], [-1.10332, -0.38651, -0.12727], [-0.21046, 0.63140, -6.93184], [-0.19767, -1.40060, -8.38350], [0.97025, -3.47700, -7.60102], [1.99164, -3.53858, -5.32294], [1.94047, -1.50437, -3.88049], [1.72924, -0.21239, 2.99222], [2.71496, -1.33048, 2.09474], [2.45091, -1.23446, 0.74206], [1.49290, -0.29042, 0.41399], [1.04524, 0.32110, 1.50786], [3.43762, -1.99224, 2.55001], [2.92101, -1.82645, -0.04001], [0.32948, 1.14259, 1.48898]],
  "forces_ev_per_angstrom": [[1.3, 1.6, 0.6], [-1.7, 0.9, 0.1], [-0.1, -0.1, 0.3], [1.1, 0.2, 0.0], [0.4, 0.1, -0.2], [0.5, 0.2, 0.4], [-0.6, 0.0, -0.4], [0.1, -0.1, -0.4], [0.2, -0.4, -0.4], [0.3, -0.5, 0.2], [0.9, -0.1, 0.0], [0.3, -0.2, 0.0], [0.0, 0.3, 0.2], [-0.1, 0.2, -0.3], [0.1, -0.3, 0.0], [-0.5, -0.1, 0.4], [-0.4, 0.1, -0.3], [0.0, -0.1, 0.5], [-0.3, -0.1, 0.1], [0.2, -0.3, 0.0], [0.2, 0.2, 0.0], [-0.3, 0.1, 0.2], [0.2, -0.2, -0.2], [-0.2, 0.1, -0.2], [0.2, 0.3, 0.0], [0.1, -0.3, 0.0], [-0.3, 0.0, 0.2], [-0.2, 0.0, -0.2], [0.2, 0.2, 0.0], [-0.2, 0.0, -0.1], [-0.2, 0.1, 0.2], [0.0, 0.2, -0.1], [0.1, -0.2, 0.0], [-0.3, -0.3, -0.1], [0.1, 0.2, 0.0], [-0.1, -0.1, 0.2], [0.1, -0.3, -0.1], [-0.1, -0.3, 0.3], [0.1, 0.2, 0.1], [-0.1, 0.0, -0.3], [-0.3, 0.0, -0.1], [0.3, 0.3, -0.2], [0.2, -0.3, 0.0], [-0.3, 0.1, 0.1], [0.0, -0.3, -0.2], [0.2, 0.1, 0.1], [-0.1, 0.3, 0.2], [-0.3, -0.4, -1.5], [-0.4, 1.5, 0.1], [-0.1, -0.2, -0.6], [0.6, 0.8, 1.9], [0.3, -1.6, 0.0], [-0.4, -0.9, -0.3], [-0.5, -0.7, 0.5], [0.1, -0.3, -0.1], [0.1, 0.0, 0.3], [0.0, 0.2, 0.1], [-0.1, 0.3, -0.3], [0.0, -0.2, -0.4], [0.5, -0.4, -1.2], [-0.6, 0.4, -0.9], [-0.1, 0.2, 0.8], [-0.5, 0.4, 0.5], [0.5, -0.5, -0.1], [-0.1, 0.1, 0.2], [-0.1, 0.2, 0.2], [0.1, -0.3, 0.0]]
}

=====

{
  "formula": "C14H33F7N3O9S2",
  "method": "ωB97M-V/def2-TZVPD",
  "e_homo_ev": -5.7,
  "charge": -1,
  "species": ["O", "H", "H", "H", "F", "C", "F", "F", "F", "S", "O", "O", "N", "S", "O", "O", "C", "F", "F", "F", "C", "O", "C", "C", "N", "C", "C", "O", "C", "H", "H", "H", "H", "H", "H", "H", "H", "H", "H", "H", "H", "H", "H", "H", "C", "O", "C", "C", "N", "C", "C", "O", "C", "H", "H", "H", "H", "H", "H", "H", "H", "H", "H", "H", "H", "H", "H", "H"],
  "xyz": [[14.05770, 31.82836, 20.63737], [14.32369, 31.25739, 21.42893], [14.81402, 32.43732, 20.37778], [13.20163, 32.31257, 20.81583], [15.98361, 33.56629, 20.27514], [14.16226, 36.89684, 14.57887], [14.32647, 38.09690, 15.11764], [13.02566, 36.27960, 14.84830], [14.18036, 37.06251, 13.25076], [15.69661, 35.82007, 15.08458], [16.13975, 35.29375, 13.82140], [16.55992, 36.71984, 15.82107], [15.10101, 34.62748, 16.17737], [14.69007, 33.36452, 15.33813], [13.58771, 33.43376, 14.40062], [15.73347, 32.50009, 14.83133], [13.93850, 32.27152, 16.77289], [13.36224, 31.17441, 16.25801], [14.88930, 31.80846, 17.58129], [13.13463, 33.02371, 17.55749], [9.31798, 35.28808, 24.56857], [10.62506, 35.22844, 24.04666], [10.63120, 35.02526, 22.64540], [11.74004, 33.99291, 22.33729], [12.12000, 33.63767, 20.96883], [10.97227, 33.05896, 20.28110], [10.46156, 31.72859, 20.82368], [11.41514, 30.71548, 21.00622], [10.86034, 29.53635, 21.55616], [8.76086, 36.21549, 24.40708], [9.34818, 35.21160, 25.65831], [8.73700, 34.42011, 24.24566], [10.80194, 36.01013, 22.20168], [9.75671, 34.60270, 22.14268], [11.43688, 33.10416, 22.89599], [12.66165, 34.26704, 22.85764], [12.47286, 34.45098, 20.47684], [11.16354, 32.98992, 19.20663], [10.12828, 33.75864, 20.22076], [9.66878, 31.42155, 20.12998], [9.89509, 31.87485, 21.75361], [10.35926, 29.75067, 22.50421], [11.62478, 28.78587, 21.75022], [10.15254, 29.04436, 20.88293], [12.07916, 30.70432, 25.15564], [13.21839, 30.26766, 24.46899], [14.33595, 31.17165, 24.46404], [15.47477, 30.64628, 23.68101], [15.00004, 30.09692, 22.37696], [16.09221, 29.38094, 21.70035], [15.68486, 28.48100, 20.53204], [15.60960, 29.27974, 19.38945], [15.31198, 28.51857, 18.20799], [11.43782, 29.83179, 25.27202], [11.51669, 31.44487, 24.57464], [12.25623, 31.19201, 26.11869], [14.61961, 31.43413, 25.48790], [13.98360, 32.13274, 24.06657], [15.70589, 29.71718, 24.22641], [16.36946, 31.25959, 23.74415], [14.42798, 29.32109, 22.69811], [16.66224, 28.76159, 22.40480], [16.81744, 30.10390, 21.32114], [14.77555, 27.91624, 20.77698], [16.55214, 27.84161, 20.31957], [14.37248, 27.99605, 18.41724], [15.95261, 27.64496, 18.03014], [15.36204, 29.19915, 17.36613]],
  "forces_ev_per_angstrom": [[-0.8, -1.0, 0.2], [0.2, -0.4, -0.3], [1.7, 2.0, -0.3], [0.5, 0.6, -0.1], [-1.2, -1.2, 0.4], [1.6, -1.3, -0.7], [-0.9, 0.1, 0.5], [-0.3, 0.7, 0.8], [0.1, 0.1, -0.1], [-0.2, -0.6, 1.8], [-0.1, 0.1, 0.3], [-0.9, -0.6, -0.5], [0.8, 2.3, -2.3], [-1.0, -3.5, -0.3], [-0.3, 1.0, 0.4], [0.4, 0.5, 0.7], [1.9, 1.2, -0.2], [-0.8, 0.7, 0.1], [0.3, 0.0, 0.0], [-0.7, -0.7, -0.5], [-0.3, -0.4, 1.0], [-0.9, -0.4, -0.1], [1.3, 0.1, -1.2], [1.2, 0.2, 1.2], [-1.4, -0.2, 0.7], [-0.2, 0.2, -1.4], [-1.1, 0.2, 0.1], [0.4, -0.1, -0.1], [-0.1, 0.0, 0.0], [0.2, 0.1, -0.7], [0.5, -0.1, 0.0], [-0.2, 0.1, -0.2], [0.2, -0.1, -0.4], [-0.7, 0.2, 0.9], [-0.1, -0.3, -0.3], [0.0, 0.4, -0.1], [0.2, -0.1, -0.1], [0.7, -0.5, 0.1], [-0.3, -0.2, 0.6], [0.1, -0.2, -0.3], [0.2, 0.1, 0.3], [-0.1, 0.0, 0.1], [0.4, 0.4, 0.0], [-0.2, 0.3, -0.2], [-0.5, 0.4, -0.4], [1.2, -0.3, 0.1], [-1.8, 1.9, 0.4], [-0.4, -2.7, 0.6], [0.7, -0.1, 0.3], [0.8, 0.1, -0.4], [1.2, 1.0, 0.1], [-0.5, -0.2, -1.0], [-0.2, -0.3, 1.2], [0.0, 0.0, 0.2], [0.0, 0.0, -0.2], [0.4, -0.3, 0.2], [0.2, -0.4, 0.2], [0.0, 0.0, -0.3], [0.7, 0.2, 0.3], [-0.2, 0.3, -0.8], [-0.7, 0.4, -0.2], [-0.2, -0.1, 0.3], [-0.1, 0.1, -0.1], [-0.1, -0.1, -0.3], [-0.3, -0.7, 0.6], [-0.6, 0.5, -0.7], [0.8, 0.4, 0.2], [-0.4, -0.1, 0.0]]
}

=====

{
  "formula": "C21H13BrCl5N4O5RuS2",
  "method": "ωB97M-V/def2-TZVPD",
  "s2": 0.76,
  "multiplicity": 2,
  "e_homo_ev": [-8.1, -8.1],
  "species": ["Ru", "Br", "C", "C", "C", "C", "C", "N", "C", "O", "O", "H", "H", "H", "Cl", "C", "C", "C", "Cl", "C", "Cl", "C", "Cl", "C", "Cl", "N", "C", "C", "C", "C", "C", "C", "S", "O", "O", "N", "C", "S", "C", "C", "N", "H", "H", "H", "H", "H", "H", "H", "H", "O", "H", "H"],
  "xyz": [[-0.57102, 0.51083, 0.21149], [-2.77776, -0.00010, 3.13284], [-0.93376, 0.26906, 3.30720], [-0.42712, 0.40011, 4.59373], [0.93695, 0.48195, 4.77748], [1.76824, 0.37858, 3.67352], [1.19639, 0.27222, 2.42950], [-0.14858, 0.25484, 2.23003], [2.06774, 0.06350, 1.19695], [3.26336, -0.06308, 1.30284], [1.38969, -0.03896, 0.08627], [-1.11427, 0.42346, 5.42589], [1.34442, 0.59206, 5.77363], [2.84710, 0.38393, 3.73476], [-0.42713, 0.77333, -2.34485], [0.09251, 2.32008, -1.67467], [0.17339, 2.31006, -0.29890], [0.61792, 3.46076, 0.33367], [0.94521, 3.46199, 2.02264], [0.93290, 4.59428, -0.42410], [1.48554, 6.02296, 0.35060], [0.80003, 4.57739, -1.81635], [1.15309, 5.98282, -2.74144], [0.37949, 3.41766, -2.46280], [0.21177, 3.33600, -4.16912], [-5.00535, 5.92983, -3.80825], [-4.60524, 5.23269, -2.69006], [-3.24312, 5.12858, -2.37246], [-2.84920, 4.46149, -1.23411], [-3.79248, 3.88143, -0.39312], [-5.14157, 3.98299, -0.69245], [-5.54561, 4.65478, -1.83287], [-3.22270, 2.99755, 1.01690], [-2.18418, 3.76006, 1.64628], [-4.39313, 2.61481, 1.76566], [-2.51058, 1.67440, 0.38992], [-3.27680, 0.64226, -0.02925], [-4.98176, 0.36597, -0.10788], [-4.66699, -1.23424, -0.70593], [-3.34012, -1.46718, -0.77374], [-2.56346, -0.39944, -0.39962], [-4.31984, 6.13088, -4.51330], [-5.94338, 5.80089, -4.14119], [-2.50100, 5.58194, -3.02052], [-1.80087, 4.39428, -0.97855], [-5.87103, 3.53977, -0.02789], [-6.60096, 4.73801, -2.06419], [-5.47388, -1.90160, -0.95802], [-2.86251, -2.37705, -1.10312], [-0.23944, -2.17663, -0.44370], [-0.26415, -2.73362, 0.34229], [0.69978, -1.99017, -0.58323]],
  "forces_ev_per_angstrom": [[0.5, 0.2, -0.9], [0.0, 0.0, 0.0], [0.1, -0.1, 0.0], [0.0, 0.0, 0.0], [0.0, 0.0, 0.0], [0.0, 0.0, 0.0], [-0.1, -0.2, -0.2], [0.2, 0.5, 0.1], [-0.2, -0.1, 0.0], [0.0, 0.1, 0.1], [-0.4, 0.0, 0.1], [0.0, 0.0, 0.0], [0.0, 0.0, 0.0], [0.0, 0.0, 0.0], [-0.1, 0.4, 0.4], [0.1, 0.1, 0.0], [-0.3, 0.0, 0.3], [0.3, -0.1, -0.2], [-0.2, 0.0, 0.1], [0.0, 0.0, 0.0], [0.0, 0.0, 0.0], [0.0, 0.0, 0.1], [0.0, 0.0, 0.0], [0.0, -0.1, -0.1], [0.0, 0.0, 0.0], [0.0, 0.1, 0.0], [0.0, -0.1, 0.0], [0.0, 0.0, 0.0], [0.0, 0.0, 0.0], [0.1, 0.0, 0.0], [0.0, 0.0, 0.0], [0.0, 0.0, 0.0], [0.1, 0.2, -0.1], [0.0, -0.1, 0.0], [0.0, 0.0, 0.0], [-0.1, -0.4, 0.0], [0.2, -0.1, 0.0], [0.1, 0.1, 0.0], [0.0, 0.0, 0.0], [0.0, 0.1, -0.1], [-0.1, -0.4, 0.4], [0.0, 0.0, 0.0], [0.0, 0.0, 0.0], [0.0, 0.0, 0.0], [0.1, 0.0, 0.0], [0.0, 0.0, 0.0], [0.0, 0.0, 0.0], [0.0, 0.0, 0.0], [0.0, 0.0, 0.0], [0.0, -0.2, 0.1], [0.0, -0.1, 0.0], [0.0, 0.1, 0.0]]
}

=====

{
  "formula": "C27H41BrCdN2P2",
  "method": "ωB97M-V/def2-TZVPD",
  "e_homo_ev": -14.0,
  "charge": 2,
  "species": ["C", "C", "C", "C", "N", "C", "C", "C", "C", "C", "C", "C", "C", "C", "Cd", "P", "H", "H", "H", "H", "H", "H", "H", "H", "C", "C", "H", "H", "H", "H", "H", "C", "C", "H", "H", "H", "H", "H", "C", "C", "H", "H", "H", "H", "H", "Br", "P", "C", "C", "H", "H", "H", "H", "H", "C", "C", "H", "H", "H", "H", "H", "C", "C", "H", "H", "H", "H", "H", "C", "C", "N", "H", "H", "H"],
  "xyz": [[-2.37647, 1.07561, -4.59119], [-1.33379, 0.12961, -4.50499], [-0.18412, 0.41444, -5.26919], [-0.13632, 1.57384, -6.06865], [-1.13920, 2.44898, -6.11253], [-2.23664, 2.21607, -5.39566], [-1.42910, -0.98633, -3.57598], [-1.60196, -2.07871, -3.01280], [-1.57257, -2.86173, -1.78137], [-1.60280, -2.09305, -0.60282], [-1.13079, -2.63917, 0.60397], [-0.72098, -3.97221, 0.68026], [-1.00316, -4.81200, -0.40165], [-1.42495, -4.25952, -1.63695], [0.10181, -0.69526, 1.22494], [0.22606, 1.66423, 0.04054], [0.67473, -0.24629, -5.28200], [-3.30096, 0.92790, -4.05148], [0.72590, 1.81902, -6.70331], [-3.03324, 2.96329, -5.47537], [-1.60096, -4.93998, -2.48193], [-1.97522, -1.05676, -0.67503], [-0.88037, -5.88476, -0.30698], [-1.06939, -2.14874, 1.59400], [1.04664, 3.01766, 1.01641], [1.69902, 4.20323, 0.30944], [1.80624, 2.50192, 1.62479], [0.28481, 3.38918, 1.71960], [2.22711, 4.83018, 1.04396], [2.45120, 3.88218, -0.41908], [0.95567, 4.85170, -0.17312], [1.08962, 1.54848, -1.60826], [1.05562, 2.71380, -2.60474], [0.61717, 0.68418, -2.10675], [2.13844, 1.27159, -1.41511], [1.72984, 2.49008, -3.44917], [0.05688, 2.85345, -3.04775], [1.39149, 3.67022, -2.17556], [-1.36406, 2.37172, -0.57006], [-1.51089, 3.88390, -0.71658], [-2.12067, 2.00372, 0.13571], [-1.57235, 1.89301, -1.54115], [-2.55821, 4.12754, -0.95092], [-1.25599, 4.42700, 0.20065], [-0.91180, 4.29203, -1.54370], [0.36193, -4.38824, 2.30854], [2.67215, -1.24590, 0.86541], [3.85491, 0.03483, 0.26579], [5.29744, -0.02310, 0.77177], [3.38092, 1.00007, 0.51524], [3.86702, -0.04379, -0.82877], [5.81416, 0.88874, 0.44309], [5.37471, -0.03994, 1.87176], [5.85738, -0.86493, 0.32328], [3.33555, -2.00782, 2.36757], [4.32679, -3.15217, 2.18630], [2.46750, -2.34649, 2.95901], [3.81617, -1.18998, 2.93006], [4.56522, -3.58592, 3.16637], [3.91688, -3.97436, 1.58658], [5.28113, -2.79186, 1.77749], [2.58379, -2.46949, -0.48880], [3.93205, -2.77266, -1.14681], [1.86626, -2.07891, -1.23215], [2.13040, -3.38420, -0.07789], [3.80614, -3.55194, -1.91134], [4.35481, -1.90038, -1.67186], [4.66041, -3.16865, -0.41771], [-4.08219, 0.16119, 3.84624], [-2.70315, 0.18410, 3.35319], [-1.63549, 0.03703, 2.89307], [-4.42380, 1.16623, 4.14765], [-4.14610, -0.55291, 4.68668], [-4.70820, -0.20019, 3.01576]],
  "forces_ev_per_angstrom": [[0.0, 0.1, -0.1], [0.2, 1.0, 0.0], [0.1, 0.1, -0.2], [-0.5, -0.4, 0.4], [0.1, 0.2, -0.1], [0.2, -0.6, 0.2], [-0.5, -2.3, -0.3], [0.3, 2.3, 0.1], [0.0, -0.3, 0.0], [0.1, 0.3, 0.6], [-0.2, -0.5, -0.3], [0.6, 0.0, 0.2], [0.1, 0.3, 0.2], [0.2, 0.3, 0.3], [1.6, 1.9, -0.3], [-0.2, 1.4, -1.5], [-0.1, -0.1, 0.1], [0.0, -0.1, 0.1], [-0.3, -0.3, 0.4], [0.2, -0.4, 0.1], [0.2, 0.4, 0.4], [0.3, -0.5, 0.1], [0.2, 0.1, -0.1], [-1.2, -0.4, -0.1], [0.0, -0.5, 0.5], [0.1, 0.3, -0.1], [-0.2, 0.2, 0.0], [0.2, -0.3, -0.1], [-0.2, -0.3, -0.1], [-0.2, 0.1, 0.1], [0.3, -0.3, 0.0], [0.5, -0.6, 0.2], [-0.1, 0.5, -0.2], [0.2, 0.0, 0.2], [-0.3, 0.0, -0.1], [-0.2, 0.0, 0.4], [0.3, 0.0, 0.2], [-0.2, -0.5, -0.2], [-0.6, -0.4, 0.4], [-0.1, 0.5, -0.2], [-0.1, 0.1, -0.2], [0.1, 0.0, 0.3], [0.3, -0.1, 0.1], [-0.1, -0.1, -0.2], [-0.1, -0.2, 0.4], [-1.2, -0.1, -1.6], [-0.6, -0.2, -0.1], [-0.4, 0.4, 0.0], [0.4, 0.0, 0.0], [0.4, -0.2, -0.1], [-0.2, 0.1, 0.2], [-0.1, -0.2, 0.1], [0.0, -0.1, -0.5], [-0.4, 0.3, 0.4], [0.1, -0.1, 0.6], [0.4, -0.3, 0.3], [0.4, 0.2, -0.2], [-0.3, -0.2, -0.1], [-0.1, 0.2, -0.2], [0.2, 0.3, 0.0], [-0.3, -0.2, -0.1], [0.0, -0.2, -0.1], [0.3, -0.4, -0.3], [0.2, -0.1, 0.2], [0.1, 0.2, 0.0], [0.0, 0.2, 0.2], [-0.1, -0.3, 0.3], [-0.3, 0.3, -0.4], [0.0, 0.1, 0.0], [2.3, -0.8, -1.1], [-2.2, 0.3, 0.8], [0.2, -0.5, -0.1], [0.0, 0.4, -0.3], [0.1, 0.1, 0.3]]
}

=====

Q: Which formula does entry 4 have?
A: C27H41BrCdN2P2